[1]
Here is C65H60NP4PdSSi as an isolated structure from the Open Molecules 2025 dataset. Energies are from ωB97M-V/def2-TZVPD.

Structure (XYZ):
```
133
Properties=species:S:1:pos:R:3:forces:R:3
Pd -0.24791 -0.00419 0.74416 -0.529 -0.247 0.243
C 0.91449 0.95802 3.95248 -0.295 -0.449 0.006
Si -0.44022 -0.05492 3.11804 -0.011 0.180 -0.147
C -0.42740 -1.92005 3.39888 0.090 0.481 -0.027
C 0.01067 -2.47916 4.59943 0.012 0.002 0.012
C -0.13567 -3.83809 4.83687 0.001 0.035 0.057
C -0.73966 -4.65006 3.88518 -0.028 -0.032 -0.021
C -1.17840 -4.10977 2.68609 0.019 0.018 -0.007
C -1.00106 -2.75179 2.43238 0.033 -0.061 -0.063
P -1.62181 -2.00631 0.88978 -0.008 -0.053 0.297
C -3.41160 -2.30030 1.02156 -0.001 0.291 -0.073
C -4.03147 -3.37593 0.38415 0.008 0.052 0.059
C -5.37177 -3.63583 0.62596 -0.051 -0.091 -0.042
C -6.10091 -2.83709 1.49431 0.018 0.024 0.003
C -5.48326 -1.77249 2.13657 -0.031 0.006 0.026
C -4.14567 -1.50517 1.90195 0.041 -0.081 -0.022
C -1.13216 -3.05332 -0.50315 -0.002 0.119 -0.040
C -0.15160 -4.03306 -0.39703 -0.010 0.064 0.047
C 0.09222 -4.88195 -1.46895 0.067 -0.041 -0.035
C -0.63486 -4.75276 -2.64270 0.043 -0.024 -0.025
C -1.59514 -3.75463 -2.76277 -0.002 0.039 -0.055
C -1.83420 -2.89711 -1.70424 0.084 0.021 0.042
C -2.11931 0.69260 3.51995 0.414 -0.064 -0.172
C -2.68152 0.53974 4.78700 0.037 0.012 0.018
C -3.87076 1.17353 5.10929 0.017 -0.043 0.089
C -4.48753 2.00006 4.17992 -0.016 0.030 -0.079
C -3.92982 2.17491 2.92326 0.028 0.014 0.008
C -2.76700 1.48867 2.57170 0.032 -0.034 0.057
P -1.98008 1.68990 0.93313 -0.148 -0.164 0.376
C -1.75032 3.48933 1.00861 0.176 -0.154 -0.303
C -2.81315 4.32007 0.66357 0.131 -0.009 -0.103
C -2.74197 5.67486 0.94904 -0.053 0.062 -0.043
C -1.61150 6.20245 1.55688 0.006 -0.021 -0.009
C -0.54623 5.37374 1.88586 0.089 0.000 0.045
C -0.61704 4.01653 1.61705 0.016 -0.062 -0.090
C -3.15894 1.28645 -0.38355 0.102 -0.115 -0.050
C -2.64903 0.96451 -1.78255 0.178 0.067 -0.065
C -3.75401 0.65618 -2.74330 -0.107 -0.019 0.047
C -5.03903 0.47608 -2.36486 -0.001 -0.023 -0.073
C -5.41495 0.62143 -1.01214 -0.198 -0.084 -0.112
C -4.47024 1.02585 -0.06322 0.283 0.239 0.021
H 0.80455 0.85459 5.03657 0.038 0.043 0.016
H 0.79305 2.01535 3.71480 -0.060 -0.011 -0.029
H 1.92561 0.65358 3.68048 -0.017 -0.001 0.020
H 0.45838 -1.84916 5.36057 0.013 -0.035 0.013
H 0.20067 -4.26089 5.77461 -0.002 -0.010 -0.010
H -0.88100 -5.70442 4.08306 0.022 0.003 -0.005
H -1.65945 -4.74260 1.94959 -0.005 -0.030 0.029
H -3.47942 -4.02026 -0.28537 -0.054 -0.013 0.030
H -5.84572 -4.47703 0.13740 -0.002 0.011 -0.001
H -7.14566 -3.04978 1.67732 0.001 -0.008 0.001
H -6.04174 -1.15510 2.82871 0.000 0.000 -0.005
H -3.66032 -0.68591 2.41301 -0.132 -0.108 -0.002
H 0.39445 -4.15556 0.52903 0.078 -0.015 0.006
H 0.83280 -5.66508 -1.37105 0.012 0.006 -0.016
H -0.45840 -5.43192 -3.46708 -0.018 -0.017 0.025
H -2.16815 -3.66196 -3.67637 0.016 0.034 0.002
H -2.60500 -2.13735 -1.78586 -0.021 -0.047 -0.041
H -2.18706 -0.07766 5.52919 -0.032 -0.008 0.016
H -4.30512 1.04453 6.09191 -0.004 -0.006 -0.008
H -5.40115 2.51982 4.43641 0.009 0.005 0.011
H -4.39715 2.85768 2.22664 -0.045 0.007 0.015
H -3.68471 3.90999 0.16891 -0.039 0.024 -0.003
H -3.57426 6.31992 0.69819 0.027 0.002 -0.019
H -1.55886 7.26090 1.77397 -0.009 -0.006 0.012
H 0.33172 5.78721 2.36528 0.000 0.002 -0.015
H 0.20464 3.35471 1.87346 0.002 0.043 0.042
H -2.06632 0.02263 -1.68503 -0.073 0.045 -0.015
H -3.47552 0.54390 -3.78550 0.009 -0.020 0.011
H -5.78973 0.22001 -3.10111 0.009 0.009 -0.009
H -6.43868 0.44287 -0.71466 0.023 0.006 0.048
H -4.80387 1.14734 0.95698 -0.021 -0.036 -0.027
C 7.65749 0.16368 -3.47305 -0.042 -0.166 -0.291
S 6.14889 -0.11285 -4.38918 -0.030 0.340 0.405
C 4.98585 0.99599 -3.56874 0.219 -0.005 -0.168
C 4.11081 0.23058 -2.56437 -0.081 -0.179 0.035
C 3.08691 1.20277 -1.95886 0.068 -0.112 0.000
N 2.08300 0.55123 -1.12506 -0.011 0.091 -0.035
P 0.45905 0.27112 -1.64145 0.499 0.856 -0.004
C 0.72389 -0.32663 -3.33780 -0.190 -0.255 0.209
C 0.73164 0.52254 -4.44353 0.049 -0.018 0.038
C 1.01800 0.00907 -5.70084 0.036 0.038 -0.039
C 1.27684 -1.34682 -5.85955 0.023 -0.028 0.008
C 1.27731 -2.19329 -4.75711 0.049 -0.020 -0.005
C 1.00361 -1.68336 -3.49797 -0.044 0.031 0.021
C -0.24439 1.92305 -1.89742 0.075 -0.098 -0.211
C 0.46972 3.07460 -1.70939 -0.036 -0.194 -0.019
C -0.05779 4.33325 -2.03975 0.063 0.119 0.081
C -1.38371 4.43630 -2.50632 -0.197 0.062 0.042
C -2.16253 3.33737 -2.65825 -0.063 -0.110 0.010
C -1.63697 1.94946 -2.47826 -0.101 0.080 0.219
P 2.16040 0.26893 0.56703 0.200 -0.337 -0.464
C 3.63064 1.19637 1.08148 -0.334 0.038 0.134
C 4.88712 0.59076 1.09382 -0.003 0.034 0.011
C 6.00783 1.34256 1.41485 0.039 -0.023 -0.016
C 5.87975 2.68861 1.73374 0.008 -0.022 -0.011
C 4.62869 3.29056 1.72883 -0.020 0.069 0.004
C 3.50422 2.54650 1.40710 -0.036 -0.002 -0.024
C 2.67919 -1.47025 0.76318 0.059 0.191 0.117
C 2.68450 -1.98580 2.06086 0.043 0.016 -0.109
C 3.14681 -3.27002 2.29792 -0.014 -0.025 0.067
C 3.62289 -4.04205 1.24537 -0.023 -0.022 0.009
C 3.61439 -3.53431 -0.04650 -0.052 -0.065 -0.052
C 3.12665 -2.25918 -0.29160 -0.023 0.072 -0.026
H 8.44499 -0.41191 -3.95591 -0.015 -0.020 0.028
H 7.51723 -0.17872 -2.44460 -0.056 0.040 0.025
H 7.89779 1.22792 -3.49037 -0.049 0.027 0.028
H 4.36545 1.41313 -4.36608 0.010 -0.038 -0.027
H 5.55513 1.79433 -3.09227 0.011 0.005 -0.019
H 4.72277 -0.20019 -1.76921 0.027 -0.035 -0.026
H 3.58280 -0.57620 -3.07816 -0.008 0.003 0.012
H 2.56898 1.71331 -2.77244 0.014 0.031 0.001
H 3.61514 1.96018 -1.37378 0.002 0.030 -0.022
H 0.52453 1.58009 -4.32407 0.003 -0.005 -0.019
H 1.03485 0.66880 -6.55876 -0.057 -0.021 -0.013
H 1.46793 -1.74806 -6.84634 0.022 0.018 0.000
H 1.48279 -3.24883 -4.88247 -0.021 0.004 0.001
H 1.00137 -2.32972 -2.62737 -0.052 -0.109 -0.007
H 1.47915 3.02306 -1.31411 -0.079 0.036 0.028
H 0.54896 5.21956 -1.92010 -0.021 0.011 0.034
H -1.79121 5.41599 -2.71978 -0.017 -0.002 0.006
H -3.18794 3.41831 -3.00219 0.011 0.081 0.019
H -1.57443 1.52942 -3.49965 0.052 -0.078 0.044
H 4.98641 -0.46558 0.87553 0.019 0.002 0.018
H 6.98232 0.87114 1.43285 -0.010 0.011 0.039
H 6.75454 3.26565 2.00286 -0.003 0.002 -0.010
H 4.53102 4.33678 1.98642 -0.006 -0.007 0.009
H 2.52436 3.01288 1.41242 0.008 0.005 -0.002
H 2.35368 -1.37054 2.88924 -0.011 -0.068 0.015
H 3.14907 -3.66765 3.30470 0.003 0.020 -0.004
H 4.00053 -5.03812 1.43637 0.000 0.011 -0.015
H 3.98865 -4.13276 -0.86746 -0.029 -0.030 0.008
H 3.10375 -1.87436 -1.30313 -0.030 -0.028 0.022
```
Positions in Å, forces in eV/Å.

LUMO energy (spin up / spin down) (Eh): -0.257 / -0.413
Expectation value of S²: 6.081
Charge: +3
Largest force on an atom (eV/A): 0.99
Multiplicity: 5
Kohn-Sham gap (spin up / spin down) (eV): 6.164 / 3.586
E_HOMO (spin up / spin down) (eV): -13.145 / -14.816
Calculated total energy (eV): -129194.1011

[2]
Here is C36H47BBr2HgN10OP as an isolated structure from the Open Molecules 2025 dataset. Energies are from ωB97M-V/def2-TZVPD.

Structure (XYZ):
```
99
Properties=species:S:1:pos:R:3:forces:R:3
Hg -0.95574 0.56528 -0.87281 0.190 -0.014 -0.017
C -1.94349 5.52452 -0.24283 0.086 0.010 -0.019
C -1.59074 4.29387 0.32914 -0.112 -0.013 0.019
N -1.59687 3.32082 -0.57249 0.062 0.021 -0.029
N -1.93666 3.90219 -1.74172 0.021 -0.034 0.011
C -2.14400 5.22254 -1.57053 -0.068 -0.013 -0.014
B -2.01981 3.14339 -3.07414 -0.025 0.010 -0.014
N -3.04052 1.97288 -2.99881 0.042 0.034 0.067
C -4.15386 1.82518 -3.73786 0.014 0.055 0.000
C -4.75434 0.63033 -3.39723 -0.001 -0.049 -0.001
C -3.91495 0.09335 -2.41522 0.021 -0.023 0.050
N -2.89633 0.91136 -2.18263 -0.125 0.006 -0.112
N -0.63093 2.61641 -3.50413 0.018 0.000 0.011
C -0.01971 2.82485 -4.68463 -0.009 0.006 0.017
C 1.18770 2.15631 -4.67505 -0.004 -0.014 -0.012
C 1.22925 1.54826 -3.41504 0.015 0.022 0.013
N 0.13856 1.83788 -2.71865 -0.028 -0.023 -0.013
H -2.03496 6.48281 0.23797 0.016 -0.003 -0.005
H -1.35279 4.07999 1.35904 -0.006 -0.014 0.002
H -2.42460 5.84310 -2.40532 -0.002 -0.004 0.013
H -2.40971 3.89888 -3.92604 0.007 0.002 0.001
H -4.43697 2.58288 -4.44945 0.002 -0.004 0.008
H -5.66104 0.21195 -3.79782 0.008 0.000 0.002
H -3.97761 -0.84283 -1.88222 0.003 0.009 0.002
H -0.48385 3.44102 -5.43691 0.005 -0.003 0.005
H 1.92663 2.11843 -5.45667 -0.009 0.001 0.004
H 1.98031 0.90178 -2.98820 -0.005 0.012 0.003
Br 1.84523 -6.05881 -0.62312 -0.008 -0.007 -0.005
C 1.66411 -4.21565 -0.99893 -0.013 -0.020 -0.014
C 2.03568 -3.28029 -0.05285 -0.029 0.002 0.016
C 1.84105 -1.94527 -0.37348 -0.002 0.030 -0.005
N 1.29887 -1.52485 -1.51289 0.018 -0.042 0.023
C 0.94152 -2.44511 -2.40659 0.022 0.066 -0.046
C 1.12732 -3.80904 -2.20522 0.000 0.001 -0.015
C 0.28442 -1.95461 -3.65336 -0.006 -0.018 0.100
C 0.63082 -2.48201 -4.89213 0.018 -0.011 0.013
C -0.02263 -1.98673 -6.00550 0.002 -0.006 0.002
Br 0.41723 -2.64488 -7.72128 0.001 -0.002 -0.001
C -0.98774 -1.01006 -5.86313 0.004 0.009 -0.008
C -1.25572 -0.55644 -4.57842 0.023 -0.005 -0.002
N -0.63695 -1.00933 -3.49508 -0.051 0.016 -0.015
H 2.42838 -3.57339 0.91052 0.014 0.002 -0.007
H 2.10496 -1.17371 0.34283 -0.010 -0.004 -0.023
H 0.81810 -4.52510 -2.95377 0.001 -0.014 0.017
H 1.40067 -3.23575 -4.98200 -0.004 0.005 -0.012
H -1.51225 -0.60440 -6.71595 -0.001 -0.003 0.002
H -2.00338 0.21248 -4.42341 0.009 -0.017 0.005
C -1.97751 -4.95590 -0.94209 0.038 -0.015 -0.031
C -1.65904 -3.64247 -0.26963 0.156 0.031 -0.095
O -1.79314 -2.57321 -0.84830 -0.208 -0.024 0.108
N -1.24497 -3.72349 1.01583 -0.004 0.031 -0.060
C -0.95286 -2.52880 1.77522 -0.026 0.025 0.034
C -0.41553 -2.89617 3.13268 0.002 0.001 0.030
C -0.74352 -2.14990 4.26106 0.006 -0.009 -0.015
C -0.19915 -2.50726 5.48126 0.010 -0.007 0.004
C 0.65420 -3.59926 5.54062 -0.006 0.022 0.013
C 0.91088 -4.29075 4.36954 -0.014 -0.007 -0.049
N 0.39031 -3.95616 3.18896 0.022 0.016 0.020
H -3.05781 -5.01312 -1.07705 -0.003 -0.013 0.004
H -1.64403 -5.82256 -0.37324 0.002 0.003 0.011
H -1.51895 -4.96891 -1.92933 -0.012 0.015 -0.001
H -0.88027 -4.59242 1.37351 -0.027 -0.005 0.034
H -1.85914 -1.92854 1.87330 -0.009 0.000 0.015
H -0.22530 -1.89236 1.25782 0.003 -0.009 -0.026
H -1.42429 -1.31382 4.17571 -0.001 0.027 -0.008
H -0.44026 -1.94583 6.37523 -0.001 -0.002 -0.006
H 1.10280 -3.91605 6.47190 0.000 0.001 -0.002
H 1.55933 -5.16006 4.37378 0.001 0.006 -0.001
C 2.84927 -0.94357 3.59422 0.015 -0.007 0.017
C 2.84854 0.53374 3.19270 -0.023 0.040 0.017
C 3.11904 1.40332 4.41871 0.002 -0.006 0.020
P 1.31095 0.87700 2.18833 -0.012 0.008 -0.029
C 0.04794 1.52912 3.39456 -0.042 -0.009 0.003
C -1.33929 1.31952 2.77631 0.009 -0.003 0.011
C 0.15822 2.96814 3.89837 -0.009 -0.008 -0.005
C 1.80068 2.31096 1.11176 0.010 -0.018 -0.030
C 2.52399 1.73181 -0.10902 0.015 0.025 -0.006
C 2.64449 3.43332 1.71289 0.020 0.026 0.004
H 3.77725 -1.20415 4.11031 -0.008 -0.001 0.002
H 2.74302 -1.59935 2.72848 -0.010 -0.001 -0.008
H 2.02021 -1.16307 4.27243 0.001 -0.005 -0.002
H 3.66203 0.68795 2.47400 0.007 -0.007 -0.010
H 2.31817 1.29964 5.15461 0.005 -0.002 0.002
H 3.21863 2.45817 4.17041 -0.013 -0.013 0.014
H 4.04629 1.08624 4.90427 -0.003 -0.002 -0.004
H 0.14148 0.85022 4.25193 0.006 -0.018 0.013
H -1.46874 1.93551 1.88382 -0.002 0.014 -0.009
H -2.12589 1.59380 3.48474 0.001 -0.002 0.004
H -1.49208 0.28819 2.45906 0.003 -0.022 0.019
H 0.06611 3.67589 3.07241 -0.002 -0.013 0.014
H 1.09419 3.17169 4.41334 0.004 -0.006 -0.001
H -0.65836 3.17679 4.59528 0.000 -0.004 -0.002
H 0.84712 2.72414 0.75944 -0.007 -0.005 0.014
H 3.47629 1.27429 0.18076 -0.009 0.006 0.000
H 2.74384 2.52115 -0.83114 0.000 0.001 0.005
H 1.92197 0.97522 -0.61389 -0.007 -0.005 0.000
H 3.62920 3.06403 2.01035 -0.008 -0.001 -0.013
H 2.18389 3.90471 2.57862 0.028 -0.011 -0.036
H 2.80715 4.20816 0.95916 -0.001 0.001 0.000
```
Positions in Å, forces in eV/Å.

LUMO energy (spin up / spin down) (Eh): 0.012 / -0.018
Expectation value of S²: 0.753
Charge: 0
Energy above the lowest of the compared OMol25 structures with the same formula, charge and spin (kJ/mol): 11.7
Largest force on an atom (eV/A): 0.24
Multiplicity: 2
Kohn-Sham gap (spin up / spin down) (eV): 6.988 / 7.603
E_HOMO (spin up / spin down) (eV): -6.663 / -8.088
Calculated total energy (eV): -209270.7453

[3]
Here is C23H19Cl3GeN6O2PtS2 as an isolated structure in a non-equilibrium geometry from the Open Molecules 2025 dataset. Energies are from ωB97M-V/def2-TZVPD.

Structure (XYZ):
```
57
Properties=species:S:1:pos:R:3:forces:R:3
Pt -0.34547 0.01432 0.17746 -1.127 -0.390 1.334
C 1.46246 3.05239 -2.12893 -0.026 0.014 0.044
O 1.63963 1.98122 -1.17816 0.045 -0.022 -0.020
C 2.66719 2.03271 -0.34833 -0.078 -0.091 -0.075
C 3.45887 3.16354 -0.15455 0.070 0.065 0.035
C 4.55931 3.09945 0.67711 -0.074 -0.015 -0.033
C 4.93751 1.90793 1.33318 0.037 -0.011 0.025
C 4.18375 0.79087 1.15972 0.022 0.003 0.117
C 3.01458 0.82642 0.34704 -0.122 -0.020 0.467
N 2.22516 -0.25819 0.19806 0.478 0.416 -1.190
N 2.66626 -1.40158 0.41289 -0.160 -0.307 0.302
C 2.16551 -2.47175 0.92819 0.080 0.042 0.057
C 0.94120 -2.33443 1.77831 -0.459 -0.131 -0.020
O 0.35875 -1.21551 1.88816 0.614 0.515 -0.424
C 0.41662 -3.50012 2.36776 0.026 -0.036 0.168
C 1.02323 -4.70368 2.16455 -0.097 0.027 0.041
C 2.19819 -4.87886 1.35797 0.114 -0.042 -0.041
C 2.77305 -6.13585 1.20111 -0.045 0.032 -0.008
C 3.91967 -6.28662 0.42802 0.027 -0.010 -0.008
C 4.49365 -5.18729 -0.19362 -0.004 -0.019 0.015
C 3.93292 -3.92460 -0.04394 -0.021 0.042 -0.007
C 2.78526 -3.76455 0.72534 -0.003 -0.011 -0.084
H 2.39909 3.26321 -2.64177 -0.010 -0.002 -0.015
H 1.08969 3.94798 -1.63087 0.023 0.009 -0.004
H 0.73348 2.68388 -2.84356 -0.003 0.007 0.002
H 3.22707 4.08739 -0.66332 0.015 0.001 0.002
H 5.15870 3.99030 0.81878 0.009 -0.001 -0.021
H 5.82014 1.89324 1.95679 0.007 -0.012 -0.018
H 4.44966 -0.14116 1.64303 0.000 0.011 0.003
H -0.48076 -3.40342 2.96286 -0.009 -0.041 -0.003
H 0.59746 -5.59089 2.62082 -0.020 0.020 0.012
H 2.32530 -6.99641 1.68171 -0.001 0.010 0.015
H 4.36851 -7.26460 0.31965 -0.007 0.000 -0.015
H 5.38886 -5.30966 -0.78777 -0.008 0.001 -0.009
H 4.39803 -3.06647 -0.51243 0.014 -0.010 0.008
N 1.02479 1.37517 3.11933 0.021 0.165 -0.135
C 0.22463 2.13886 2.38314 -0.067 -0.097 0.221
N -0.34782 1.75793 1.25908 0.241 0.073 -0.421
C -1.19454 2.73784 0.74983 -0.008 -0.379 -0.198
C -1.23406 3.88553 1.47830 0.103 0.242 0.308
S -0.21585 3.76488 2.84944 -0.148 0.046 -0.158
C -1.90421 2.36621 -0.43060 0.204 -0.077 0.228
C -2.85863 3.08644 -1.14553 -0.197 0.058 -0.296
S -3.40575 2.22257 -2.48406 0.031 0.067 0.163
C -2.32308 0.89570 -2.06542 -0.205 -0.078 -0.062
N -1.63038 1.13573 -0.94040 0.523 -0.066 -0.115
N -2.23225 -0.16978 -2.80912 -0.025 0.163 -0.003
H 1.07169 0.38532 2.91043 -0.064 -0.042 0.012
H 1.36818 1.69708 4.01035 -0.007 -0.014 0.028
H -1.80749 4.78104 1.29303 -0.007 0.005 0.013
H -3.23691 4.07359 -0.92376 -0.020 -0.007 0.018
H -2.83480 -0.30191 -3.61129 -0.012 0.007 -0.021
H -1.68880 -0.96946 -2.48430 0.008 -0.040 0.081
Cl -4.34363 -0.85891 -0.21416 -0.112 0.037 -0.234
Ge -2.86645 -1.61542 1.26238 -0.219 0.108 0.693
Cl -1.02364 -2.02867 -0.65782 0.697 -0.188 -0.638
Cl -3.31390 -3.73253 1.39976 -0.045 -0.026 -0.137
```
Positions in Å, forces in eV/Å.

LUMO energy (spin up / spin down) (Eh): -0.405 / -0.441
Expectation value of S²: 0.776
Charge: +3
Energy above the lowest of the compared OMol25 structures with the same formula, charge and spin (kJ/mol): 150.8
Largest force on an atom (eV/A): 1.79
Multiplicity: 2
Kohn-Sham gap (spin up / spin down) (eV): 4.781 / 3.799
E_HOMO (spin up / spin down) (eV): -15.804 / -15.803
Calculated total energy (eV): -156170.2967